This record from the OMol25 dataset describes a 2-piece molecular cluster, C4H10O overall. The level of theory is wB97M-V/def2-TZVPD.

E_LUMO   0.0366 Eh
Charge   0
HOMO-LUMO gap   10.234 eV
HOMO energy   -0.3395 Eh
Total energy   -233.592837 Ha
Energy relative to the best compared isomer or geometry (same formula, charge and spin)   1.418 eV
SMILES string   C=CCC.O

Each atom is followed by the atoms it is bonded to, with distances in Å.
Atoms and positions in Å:
1 C 1.564 0.490 0.703  C2 1.336, H5 1.090, H6 1.085
2 C 0.282 0.152 0.864  C1 1.336, C3 1.506, H7 1.091
3 C -0.840 0.755 0.061  C2 1.506, C4 1.530, H8 1.098, H9 1.096
4 C -1.956 -0.189 -0.391  C3 1.530, H10 1.096, H11 1.096, H12 1.097
5 H 1.886 1.152 -0.101  C1 1.090
6 H 2.366 0.101 1.322  C1 1.085
7 H 0.016 -0.501 1.696  C2 1.091
8 H -0.414 1.266 -0.813  C3 1.098
9 H -1.279 1.537 0.691  C3 1.096
10 H -1.596 -0.931 -1.114  C4 1.096
11 H -2.390 -0.732 0.456  C4 1.096
12 H -2.763 0.380 -0.868  C4 1.097
13 O 2.017 -1.397 -0.691  H14 0.980, H15 0.964
14 H 1.153 -1.173 -0.284  O13 0.980
15 H 2.035 -0.865 -1.495  O13 0.964

How is the electron density shared among the atoms? According to Löwdin, the charges in e are: -0.032 -0.226 -0.274 -0.115 0.080 0.076 0.113 0.108 0.108 0.070 0.071 0.070 -0.089 -0.001 0.043